1.
Entry from the Open Molecules 2025 dataset: C14H22ClI2O3P2Ru as an isolated structure in a non-equilibrium geometry (ωB97M-V/def2-TZVPD).

Cartesian coordinates (Å):
I (-2.57244, -0.01593, -0.30972)
I (2.74814, 0.42362, -0.05462)
Ru (0.10648, 0.06436, 0.14072)
P (0.00965, -2.35859, -0.18680)
C (-0.28855, -3.42721, 1.26799)
C (-1.28353, -3.03228, -1.32577)
H (-1.07608, -4.08555, -1.54017)
H (1.39378, -4.08100, -1.20518)
H (-1.28990, -2.46791, -2.25717)
H (1.77948, -2.44888, -1.83716)
H (-1.21381, -3.06984, 1.73938)
H (-2.26326, -2.94367, -0.85445)
C (1.53783, -3.02588, -0.94038)
H (-0.42175, -4.48231, 0.99617)
H (2.34741, -2.91960, -0.21282)
H (0.54823, -3.30518, 1.97397)
P (0.01068, 2.29615, -0.23854)
C (-0.20097, 3.23650, 1.33045)
C (1.51224, 3.08196, -0.98891)
H (-1.30958, 2.44072, -2.26068)
H (-1.06759, 4.06174, -1.53277)
H (-2.27229, 2.91874, -0.83039)
C (-1.29627, 3.00611, -1.32229)
H (1.75492, 2.51713, -1.89699)
H (1.32688, 4.13732, -1.22263)
H (-0.18364, 4.31520, 1.11520)
H (0.62046, 2.98309, 2.01595)
H (2.34293, 2.98238, -0.27238)
H (-1.16150, 2.96570, 1.79142)
C (-0.56227, 0.21412, 1.81969)
O (-0.99324, 0.27572, 2.89951)
Cl (0.76028, 1.27086, 7.91116)
C (1.18518, 0.50580, 6.42141)
C (1.16120, -0.90007, 6.34692)
C (1.48501, -1.49874, 5.13817)
C (1.84945, -0.69812, 4.06920)
C (1.84766, 0.69240, 4.11312)
C (1.52970, 1.30437, 5.31754)
C (2.11262, -1.51363, 2.84407)
O (2.85497, -2.50264, 2.85936)
O (1.41552, -1.13372, 1.85204)
H (0.90865, -1.49360, 7.21424)
H (1.47308, -2.57900, 5.00606)
H (2.12926, 1.25518, 3.21930)
H (1.55528, 2.38308, 5.41339)

Forces on atoms 1 to 6 (eV/Å):
I 0.89 -0.10 -0.17
I 0.03 -0.82 0.40
Ru -0.68 -1.56 -0.29
P -0.44 -3.14 -0.67
C 0.11 0.89 0.68
C 0.27 0.83 0.08

Calculated values
**Orbital gap (alpha / beta)**: 7.5 / 5.1 eV
**LUMO level (alpha / beta)**: -11.36 / -13.57 eV
**Total energy**: -70870.1892 eV
**<S²>**: 6.041
**Energy above the lowest of the compared OMol25 structures with the same formula, charge and spin**: 22.1 kcal per mole
**2S+1**: 5
**Total charge**: +3
**HOMO energy (alpha / beta)**: -0.693 / -0.686 Ha



2.
Entry from the Open Molecules 2025 dataset: a 2-piece molecular cluster, C14H22ClIN2O6P3 overall in a non-equilibrium geometry (ωB97M-V/def2-TZVPD).

Cartesian coordinates (Å):
C (5.78776, -0.61383, 0.23306)
C (4.32752, -0.84015, 0.99728)
P (2.95985, -0.72913, -0.34295)
C (2.22799, -2.49201, -0.44775)
C (1.65505, -2.86162, -1.94958)
N (1.73268, 0.51010, 0.03186)
C (0.26241, 0.08750, 0.16429)
C (-0.94645, 1.16912, 0.53081)
C (-0.57083, 2.76659, 0.74200)
C (-1.80816, 3.77180, 1.12554)
O (-1.77059, 4.78128, 2.00498)
O (-3.13995, 3.52980, 0.47981)
P (-4.20106, 2.77257, 1.68559)
O (-3.26490, 1.70990, 2.73395)
Cl (-4.94832, 4.27432, 3.05153)
C (1.00393, 3.18456, 0.54271)
P (1.52670, 5.05317, 0.71460)
N (0.33822, 6.06692, 0.17999)
C (2.12159, 1.99275, 0.19632)
I (4.22430, 2.71079, 0.02308)
H (6.47148, -1.56396, 0.24957)
H (5.52745, -0.33770, -0.89026)
H (6.35179, 0.32103, 0.71130)
H (4.22547, -0.05160, 1.85586)
H (4.36364, -1.95944, 1.41004)
H (1.32603, -2.65073, 0.31768)
H (3.06309, -3.26072, -0.08555)
H (1.95238, -1.94098, -2.64532)
H (2.17799, -3.85211, -2.30523)
H (0.48710, -3.02977, -1.98859)
H (-0.10814, -1.03660, 0.01420)
H (-2.04709, 0.78173, 0.62031)
H (-2.99221, 2.18821, 3.57906)
H (2.67648, 5.35652, -0.14699)
H (1.84094, 5.35623, 2.11710)
H (0.69401, 6.63298, -0.63515)
C (-4.76016, -3.76662, -1.41894)
C (-3.70936, -2.88909, -0.76969)
C (-3.04278, -1.94672, -1.72597)
O (-1.77191, -1.75376, -1.13182)
C (-1.50712, -2.88367, -0.41020)
O (-0.42138, -3.15726, 0.07123)
O (-2.62153, -3.66973, -0.30216)
H (-5.55484, -3.16665, -1.87229)
H (-4.31847, -4.40968, -2.18787)
H (-5.20759, -4.43429, -0.67476)
H (-4.13794, -2.35556, 0.08737)
H (-3.57667, -0.99618, -1.81337)
H (-2.89842, -2.36836, -2.72663)

Forces on atoms 1 to 6 (eV/Å):
C -0.36 0.88 -0.52
C 1.26 -0.62 0.89
P 2.02 -1.24 -1.23
C -1.58 -1.16 1.15
C 0.60 0.50 -0.19
N -4.35 2.87 2.08

Calculated values
**Orbital gap**: 6.0 eV
**LUMO level**: -5.25 eV
**Total energy**: -78611.4355 eV
**Total charge**: +1
**HOMO energy**: -0.415 Ha



3.
Entry from the Open Molecules 2025 dataset: C14H22ClN2S4Sn as an isolated structure in a non-equilibrium geometry (ωB97M-V/def2-TZVPD).

Cartesian coordinates (Å):
Sn (-0.69660, -0.15920, 0.03600)
C (0.22090, -3.15650, -3.36360)
C (-0.57800, -3.92860, -2.32150)
S (-0.68620, -3.21570, -0.64910)
C (0.95220, -3.46000, 0.11810)
C (2.09660, -2.67200, -0.48400)
S (1.94220, -0.84780, -0.28500)
C (2.38660, -0.17480, -1.93080)
C (1.89150, -0.88580, -3.17460)
S (0.11390, -1.33020, -3.18590)
H (-0.17110, -3.39370, -4.35390)
H (1.27570, -3.43050, -3.34750)
H (-0.18670, -4.94100, -2.22450)
H (-1.62740, -3.98480, -2.61800)
H (1.16940, -4.52930, 0.09100)
H (0.79420, -3.15310, 1.15400)
H (2.20450, -2.87830, -1.54180)
H (3.02430, -2.93080, 0.02550)
H (3.47510, -0.11900, -1.95030)
H (1.98430, 0.83500, -1.87950)
H (2.47160, -1.78370, -3.38380)
H (2.03260, -0.19920, -4.00900)
N (-1.22890, 0.16920, 5.38940)
C (-0.21330, 0.13180, 4.52690)
N (1.02260, 0.33560, 4.98110)
S (-0.50430, -0.23310, 2.90060)
H (-1.09100, 0.33090, 6.37500)
H (-2.16220, -0.01870, 5.06420)
H (1.20720, 0.54100, 5.95040)
H (1.79400, 0.32890, 4.33700)
Cl (2.59050, 5.61090, 2.44650)
C (1.73780, 4.52930, 1.40510)
C (2.24900, 4.22620, 0.15420)
C (1.56260, 3.35730, -0.67730)
C (0.35190, 2.79430, -0.28500)
C (-0.40610, 1.83730, -1.14210)
C (-0.14820, 3.13400, 0.97340)
C (0.52740, 3.98960, 1.81730)
H (3.18250, 4.66340, -0.16230)
H (1.95270, 3.15880, -1.66820)
H (0.02560, 1.78060, -2.14860)
H (-1.43370, 2.20800, -1.27040)
H (-1.10610, 2.72030, 1.27160)
H (0.11730, 4.25140, 2.78040)

Forces on atoms 1 to 6 (eV/Å):
Sn 0.01 0.64 -1.06
C -0.06 0.47 -0.09
C 0.06 0.13 0.53
S 0.05 -0.33 0.09
C -0.57 0.11 -0.29
C 0.14 0.40 0.08

Calculated values
**Orbital gap**: 7.2 eV
**LUMO level**: -2.92 eV
**Total energy**: -79544.6227 eV
**Energy above the lowest of the compared OMol25 structures with the same formula, charge and spin**: 0.0 kcal per mole
**Total charge**: +1
**HOMO energy**: -0.372 Ha